(1)
Here is a 2-piece molecular cluster, C5H5NS overall from the OMol25 dataset. Energies are from the ωB97M-V functional and the def2-TZVPD basis.

Results
energy relative to the best compared isomer or geometry (same formula, charge and spin) = 2.7499 eV
HOMO = -9.664 eV
calculated total energy = -17588.1274 eV
lowest unoccupied orbital energy = 0.03005 hartree
Kohn-Sham gap = 10.48 eV
SMILES string = c1cnsc1.C#C
2S+1 = 1

Positions of all 12 atoms, in Å:
C -2.955 0.010 0.045
H 5.114 -0.107 0.106
H -2.299 2.199 -0.109
S -1.955 -1.398 -0.003
C -2.177 1.122 -0.077
C -0.778 0.746 0.022
H -3.978 -0.133 0.146
N -0.560 -0.523 -0.064
C 3.161 -1.197 -0.035
H 2.157 -1.515 -0.157
H 0.157 1.258 0.094
C 4.113 -0.462 0.032

Cartesian forces, eV/Å:
C 1.8 -0.1 -0.6
H -0.1 0.3 0.0
H -1.2 -0.3 0.1
S -0.1 1.1 0.0
C 1.9 0.5 1.1
C -1.0 -0.9 -1.0
H -1.7 0.2 -0.1
N 0.4 -1.9 0.6
C 0.0 1.3 -0.1
H -0.2 -0.5 0.1
H -0.1 1.3 -0.1
C 0.3 -1.1 0.1



(2)
Here is a 12-piece molecular cluster, C11H44F2N23O15S2 overall from the OMol25 dataset. Energies are from the ωB97M-V functional and the def2-TZVPD basis.

Results
net charge = -2
HOMO (alpha / beta) = 1.133 / -3.989 eV
calculated total energy = -104216.7148 eV
lowest unoccupied orbital energy (alpha / beta) = 0.13246 / 0.13049 hartree
⟨S²⟩ = 0.7517
Kohn-Sham gap (alpha / beta) = 2.47 / 7.54 eV
2S+1 = 2

Positions of all 97 atoms, in Å:
H -3.502 -2.686 0.305
H -1.099 1.929 2.869
N 2.439 -2.963 2.542
N 4.849 1.440 -3.917
N 1.132 -0.563 -4.710
H -1.213 1.876 -1.802
H -4.071 1.760 1.551
N -4.461 -2.734 -0.008
N -1.988 1.489 6.333
O -1.311 -4.765 -3.071
N -3.187 1.944 2.004
N 2.837 -1.537 -5.499
N -0.172 -2.890 -2.985
H 0.783 1.038 3.562
H -4.180 -3.396 -2.931
H -1.153 3.601 -1.386
H 1.823 -0.417 -3.988
H -5.522 -0.906 -1.963
N 1.959 -0.439 4.829
S 1.296 -0.746 -0.710
O 0.984 -1.461 -6.758
H 0.812 -4.881 0.963
H 3.411 -2.242 -5.939
H 0.569 1.125 -2.721
N 4.206 1.722 -1.907
O 1.049 3.424 1.261
C -1.913 0.665 5.403
H 5.245 2.361 -3.794
C -0.756 -3.910 -2.435
H -0.415 -3.198 -0.493
N 1.055 -4.093 1.547
O -5.899 -2.756 -1.648
O 3.453 0.011 -3.033
H -2.873 -3.203 -1.740
H 1.409 -0.678 4.017
H 1.622 2.279 -3.618
C 0.245 3.101 -2.531
O -4.273 1.956 -2.365
N 0.640 -1.682 0.461
H -3.449 1.183 -0.132
C 1.560 -1.372 -5.667
N -5.409 0.011 -2.371
H 0.894 -3.180 1.147
S -0.371 -0.692 0.956
F 2.424 -1.810 -1.225
O 2.091 0.337 -0.172
H -3.971 -0.421 -0.419
N 0.830 2.048 -3.035
H -1.238 1.407 7.005
H 2.267 5.627 1.683
O -2.366 3.592 0.653
H 4.934 2.420 -1.849
C 2.009 -4.150 2.421
H 4.728 1.054 -4.842
H -2.443 2.300 5.940
H 3.634 1.522 -1.099
N -4.067 0.561 -0.633
O -2.536 0.677 4.365
F -1.518 -1.839 0.932
O 3.203 1.248 5.419
H 3.953 3.176 0.330
N 2.819 4.880 1.288
H -0.309 -0.104 6.464
H 1.652 2.513 3.830
H 3.230 -1.131 -4.662
H -0.021 -2.857 -3.983
C -2.292 2.838 1.581
H 1.922 -2.310 1.971
N 3.117 2.836 0.785
N -3.813 -3.030 -2.064
H 3.176 -2.586 3.120
N -0.727 2.760 -1.748
H 0.245 -0.092 -4.814
H -0.700 -0.799 4.888
C 2.332 0.800 4.716
H -0.514 3.383 2.021
H -1.415 -4.569 -0.700
C 2.238 3.699 1.081
N 1.595 1.510 3.934
H -5.931 0.200 -3.215
O 0.420 -0.514 -1.839
N -0.852 -3.849 -1.130
N -0.880 -0.142 5.632
O 2.346 -5.072 3.168
N -1.255 2.767 2.327
O -0.260 -0.324 2.357
H -2.862 1.306 2.715
H 2.744 1.899 0.735
H 3.824 4.981 1.323
O 0.491 4.236 -2.846
O -1.044 0.380 0.159
C -4.606 0.954 -1.780
C 4.134 0.962 -2.952
C -4.776 -2.903 -1.236
H 2.277 -1.062 5.557
H -0.099 -2.026 -2.467
H -5.197 -2.809 0.679

Cartesian forces, eV/Å:
H -0.1 -0.1 0.1
H 0.4 0.3 -0.2
N 2.9 6.7 0.9
N 3.0 1.3 -4.3
N -1.5 0.2 1.5
H 0.1 0.3 0.5
H 0.4 0.2 0.0
N 0.9 0.3 5.6
N -2.2 5.2 4.7
O -1.1 -2.9 -1.5
N -2.6 -1.4 0.1
N 5.2 -2.1 0.6
N 1.8 2.3 -1.6
H -0.1 0.5 -0.6
H 1.0 0.2 -0.3
H -0.9 -0.7 0.5
H -1.1 0.6 0.6
H -0.4 0.2 -0.1
N -1.4 -3.6 -0.9
S -0.5 1.0 2.8
O -0.6 -1.8 0.2
H 0.0 0.0 0.4
H -0.6 0.1 -0.2
H 0.6 0.0 0.0
N 0.3 2.2 4.1
O 1.1 0.9 0.0
C 2.1 -3.8 -3.9
H -0.1 -0.3 -0.6
C -0.6 0.3 -1.0
H 0.3 0.3 -0.3
N -3.5 -2.7 -2.9
O -3.8 -0.5 -0.6
O -2.8 -4.4 -0.6
H 0.0 -0.2 -0.5
H -0.3 -1.5 0.4
H -0.2 -0.7 0.0
C -1.0 -0.6 -0.6
O -0.4 1.9 -0.4
N 3.6 -3.5 -2.7
H 0.4 -0.2 -0.5
C -2.1 3.3 -3.4
N -0.7 -0.4 0.1
H -0.3 -0.2 -0.9
S -2.4 7.4 -0.9
F -0.2 0.0 -0.3
O 1.3 0.1 -0.8
H -0.1 0.3 0.1
N 2.6 -1.8 -2.2
H -0.6 1.3 0.0
H 0.1 -0.2 -0.3
O -1.2 2.0 -2.2
H -0.4 -0.2 0.2
C 0.4 -3.8 3.1
H 0.1 0.2 0.2
H 0.2 0.8 1.3
H -0.1 -0.2 -0.1
N 0.4 -0.5 2.3
O -1.2 -0.3 -0.6
F -2.0 -0.7 0.8
O 2.5 1.4 1.5
H -0.1 -0.8 0.2
N 0.0 3.7 0.6
H 0.0 -0.2 -0.6
H 0.3 -0.4 0.0
H 0.3 -0.4 0.1
H -0.3 -0.1 0.3
C -1.6 -1.1 -0.6
H 0.9 0.8 0.2
N 3.2 -4.1 -1.5
N 3.2 -1.1 -3.2
H -0.3 -0.7 0.1
N -2.7 1.0 2.3
H 0.4 0.0 0.3
H 0.3 -0.1 0.3
C 1.7 1.3 2.8
H 0.4 -0.7 0.2
H 0.2 0.0 -0.1
C -3.7 1.4 1.6
N -2.7 2.0 -2.9
H 0.5 0.2 0.3
O 0.9 -0.4 -0.4
N -0.9 -0.8 4.0
N 1.2 -3.1 -1.0
O 0.4 -1.1 -0.5
N 3.9 0.9 3.0
O 0.3 -0.9 1.4
H -0.6 0.0 -0.2
H 0.4 -0.5 -0.6
H -0.4 -0.1 0.1
O 1.5 3.0 -0.4
O -1.0 -1.8 1.0
C 0.3 -1.2 -2.2
C 0.1 1.3 0.7
C -1.4 0.9 -0.9
H 0.1 0.2 -0.7
H 0.4 0.1 -0.3
H 0.3 0.3 -0.1



(3)
Here is a 2-piece molecular cluster, C4H15N3O overall from the OMol25 dataset. Energies are from the ωB97M-V functional and the def2-TZVPD basis.

Results
energy relative to the best compared isomer or geometry (same formula, charge and spin) = 2.8720 eV
HOMO = -8.547 eV
calculated total energy = -10906.6676 eV
lowest unoccupied orbital energy = 0.03483 hartree
Kohn-Sham gap = 9.49 eV
SMILES string = C[C@H](CN)NCN.O
2S+1 = 1

Positions of all 23 atoms, in Å:
H 0.237 2.402 1.270
C -0.120 0.725 -0.164
H 1.575 -0.483 -0.816
N 0.505 -0.525 -0.717
C 0.419 1.327 1.239
N -1.071 -2.184 -0.987
H -0.793 2.616 -0.859
H 1.594 1.314 1.311
C -0.410 -1.104 -1.765
H 1.085 -1.995 0.646
H -1.273 -0.623 -2.219
H -0.442 1.469 -2.142
H 0.863 2.368 -1.209
H -0.361 -2.865 -0.695
H -1.296 0.712 2.045
H 0.907 -1.111 1.921
O 1.392 -1.866 1.565
H -1.144 0.275 0.099
C -0.075 1.905 -1.130
H 0.311 -1.594 -2.457
H -1.591 -1.724 -0.212
H 0.061 0.239 2.989
N -0.375 0.722 2.286

Cartesian forces, eV/Å:
H -0.2 0.1 -0.5
C 0.9 -0.1 1.3
H -2.4 0.2 -0.7
N 1.0 2.6 -0.1
C 0.9 -0.9 -1.2
N -0.9 -0.1 -1.0
H -1.1 1.3 0.5
H -2.3 -0.8 0.2
C 2.2 -3.1 2.3
H -0.1 0.7 0.8
H 0.8 1.2 -0.1
H 0.9 1.1 1.3
H 1.4 0.4 -0.1
H -0.8 0.6 0.4
H -2.7 -0.6 0.1
H -0.2 -0.2 -0.6
O 0.4 -0.7 0.1
H 0.9 1.5 -0.6
C -2.2 -3.2 -2.3
H -1.1 0.5 -0.2
H 0.9 -1.0 -0.5
H 0.3 -1.2 2.0
N 3.1 1.6 -1.1



(4)
Here is a 19-piece molecular cluster, ClH36O22 overall from the OMol25 dataset. Energies are from the ωB97M-V functional and the def2-TZVPD basis.

Results
net charge = -1
energy relative to the best compared isomer or geometry (same formula, charge and spin) = 0.6486 eV
HOMO = -7.229 eV
calculated total energy = -58147.8388 eV
lowest unoccupied orbital energy = 0.07537 hartree
Kohn-Sham gap = 9.28 eV
2S+1 = 1

Positions of all 59 atoms, in Å:
H 0.449 -2.764 -2.246
H -1.331 1.111 1.858
H -2.321 3.523 0.371
O 0.692 -3.387 -1.600
O -0.489 -0.637 -1.602
O -2.673 -2.338 -1.646
O -1.538 3.788 0.855
H 1.974 -1.301 -2.831
O 3.667 -2.213 1.556
H 2.747 0.800 0.517
H -1.589 1.942 -1.965
H 3.416 -1.301 1.289
O 1.175 3.587 0.040
O -1.055 -1.482 0.659
O 3.593 0.393 0.772
H -2.398 -1.438 -1.447
O 3.280 -0.940 -1.862
H -2.413 -0.502 3.172
O -1.668 1.241 2.756
O 1.643 1.464 2.760
H 2.593 1.422 -2.530
O -3.641 2.082 0.306
H -2.057 2.081 2.746
H 1.283 0.610 2.962
H -0.867 3.019 -2.889
H -0.747 3.413 0.392
H -1.309 -1.389 2.548
O -2.044 -1.359 3.139
H -3.853 -1.568 0.173
H 3.035 -0.577 -1.003
H 3.404 -1.827 -1.613
H 2.253 -2.787 1.229
O 1.261 -1.345 -3.491
O 1.419 -3.271 1.219
H 0.688 -1.974 3.271
H 0.978 2.111 2.883
H 1.156 -1.402 2.093
H 4.388 -2.494 1.037
O 1.070 -0.439 0.241
H -4.009 1.908 1.188
O 1.873 1.400 -1.837
H 1.541 3.966 -0.763
H -2.609 0.025 -2.835
H -2.770 -0.932 0.925
H -3.658 1.091 -2.381
H -2.153 -2.703 -2.358
O -3.634 -0.735 0.582
H -3.272 1.241 0.018
Cl -0.387 -0.411 -0.132
H 1.004 2.689 -0.196
O -1.373 2.904 -2.103
O -2.972 0.501 -2.087
H 1.006 -3.040 0.400
H 1.634 -3.397 -1.728
O 0.980 -1.128 2.972
O -0.953 0.951 0.279
H 1.066 1.533 -2.300
H 0.607 -0.818 -3.099
H 3.880 1.110 1.346

Cartesian forces, eV/Å:
H -0.8 1.5 -1.5
H 0.0 0.2 0.1
H -0.1 -0.5 -0.3
O 0.2 -1.4 1.4
O -0.5 0.8 2.4
O -1.0 -0.5 0.1
O 1.2 0.1 0.2
H 0.2 0.4 -0.2
O -0.9 0.9 1.0
H -0.3 -0.4 0.0
H 0.2 1.1 -0.3
H 0.7 0.1 0.2
O 0.3 1.0 0.4
O 1.2 1.8 -2.3
O -0.3 0.8 -0.4
H 0.1 -0.2 -0.3
O 0.2 1.0 0.0
H 0.0 1.7 -0.2
O 0.6 -1.5 0.8
O 1.9 0.4 -0.6
H -1.3 -0.2 1.1
O -0.7 0.5 0.2
H -0.7 2.1 -0.2
H -0.6 -0.9 0.4
H 0.4 -0.2 -0.9
H -1.2 0.8 0.4
H 0.6 0.5 -0.3
O -0.8 -2.7 1.2
H -0.4 -0.4 -0.4
H -0.2 0.7 0.0
H 0.7 -2.1 0.2
H 0.4 -0.4 0.2
O 1.1 -1.3 -1.5
O -0.5 -0.7 0.7
H -0.5 -0.8 1.1
H -1.2 0.8 0.2
H 0.4 0.0 -1.8
H 1.3 -0.3 -1.0
O -2.6 0.1 -1.0
H 0.3 -0.1 -0.5
O 2.4 0.3 -0.6
H -0.1 0.0 0.0
H -0.2 0.0 -0.3
H 0.6 -0.1 0.7
H -0.5 0.3 -0.3
H 0.4 0.2 0.0
O -0.9 0.5 -0.1
H -0.1 -0.4 0.1
Cl 1.8 0.4 1.9
H 0.0 -1.2 -0.2
O -0.6 -0.9 1.1
O 0.6 0.0 0.4
H -0.8 0.0 -0.9
H 0.6 -0.4 0.1
O 0.0 0.6 1.0
O 1.3 -3.1 -2.1
H -1.2 0.1 -0.7
H -1.5 1.2 0.8
H 0.4 -0.2 0.5



(5)
Here is a 2-piece molecular cluster, C3H8IN3 overall from the OMol25 dataset. Energies are from the ωB97M-V functional and the def2-TZVPD basis.

Results
energy relative to the best compared isomer or geometry (same formula, charge and spin) = 1.0301 eV
HOMO (alpha / beta) = -8.756 / -8.756 eV
calculated total energy = -15808.4161 eV
lowest unoccupied orbital energy (alpha / beta) = -0.01019 / -0.01022 hartree
Kohn-Sham gap (alpha / beta) = 8.48 / 8.48 eV
SMILES string = [H]/N=N\I.CC(C)=N
2S+1 = 1

Positions of all 15 atoms, in Å:
N 2.206 -2.332 0.084
H 0.453 1.329 1.722
H -0.127 -0.222 1.674
I 3.806 0.181 0.009
H -0.344 -1.086 -1.132
C -0.854 -0.044 -1.052
H -1.856 -0.005 -0.503
C -0.148 0.709 1.215
N 2.172 -1.269 -0.373
C 0.126 0.814 -0.228
H -1.180 0.308 -2.058
H -1.109 0.960 1.430
H 2.819 -2.846 0.641
N 0.995 1.627 -0.686
H 0.970 1.533 -1.706

Cartesian forces, eV/Å:
N -2.7 -1.5 -1.0
H 2.4 2.3 2.0
H 0.7 -2.3 0.3
I 0.7 0.0 0.2
H -1.5 1.5 0.2
C -0.4 -0.7 0.2
H 1.4 -0.8 -0.4
C 0.5 -0.7 -1.6
N 0.2 1.6 -0.5
C -1.0 0.1 -1.4
H 1.0 0.0 0.5
H -3.1 1.3 0.3
H 2.2 -0.3 1.4
N -0.6 -0.7 0.0
H 0.2 0.3 0.0



(6)
Here is C10H21ClHfNO3P2 as an isolated structure from the OMol25 dataset. Energies are from the ωB97M-V functional and the def2-TZVPD basis.

Results
net charge = +3
energy relative to the best compared isomer or geometry (same formula, charge and spin) = 8.1195 eV
HOMO = -18.651 eV
calculated total energy = -50714.4623 eV
lowest unoccupied orbital energy = -0.53957 hartree
Kohn-Sham gap = 3.97 eV
2S+1 = 1

Positions of all 39 atoms, in Å:
H 0.364 -1.977 -3.056
C -1.349 -0.955 0.763
P 1.109 -1.891 -0.752
H 0.271 -3.640 0.703
C 1.342 -1.933 -2.568
H -2.020 2.698 -1.417
H -0.202 4.039 1.870
N -0.010 -0.515 1.933
C -2.466 2.035 1.568
C 2.817 -2.049 -0.108
H 3.331 -2.906 -0.556
H 0.972 -4.336 -0.785
H -0.336 3.260 -1.374
H -0.372 2.798 -6.253
H 0.331 1.456 -7.156
H 2.783 -2.167 0.978
H 0.395 2.528 2.619
C -1.252 3.154 -0.787
C -0.394 1.712 -6.378
H 1.840 -1.008 -2.867
H -2.330 1.470 2.494
Cl 1.685 1.585 -4.574
O -0.609 0.288 -4.426
H -1.594 4.136 -0.442
H -3.240 1.538 0.977
C 0.361 -3.522 -0.380
C -0.016 -0.854 3.204
O -2.216 -1.569 1.254
H -2.788 3.054 1.807
H 1.942 -2.799 -2.870
H -1.394 1.376 -6.658
C 0.009 1.056 -5.090
Hf 0.000 0.000 0.000
O -0.022 -1.181 4.432
H -0.641 -3.569 -0.814
P -0.895 2.044 0.626
C 0.223 3.049 1.673
H 3.353 -1.126 -0.343
H 1.178 3.147 1.151

Cartesian forces, eV/Å:
H 0.1 0.0 -0.1
C -12.4 -8.7 6.9
P 3.9 -6.2 -3.4
H 0.0 -0.1 -0.1
C -0.3 0.4 -0.1
H 0.0 0.1 0.0
H -0.1 -0.2 -0.2
N 1.3 -0.4 3.6
C -0.3 -0.9 0.1
C 0.1 0.7 0.6
H -0.3 0.1 -0.1
H 0.1 0.3 -0.1
H -0.1 0.2 -0.1
H 0.0 -0.1 0.0
H -0.1 0.0 0.1
H 0.1 -0.1 -0.1
H 0.0 0.2 0.0
C 0.1 -0.3 -0.3
C 0.0 -0.2 0.2
H 0.0 -0.1 -0.2
H -0.1 0.1 0.0
Cl -0.5 -0.3 0.2
O 0.3 0.2 0.5
H 0.1 -0.2 0.0
H -0.1 0.1 0.1
C -0.8 0.1 0.5
C -0.1 -1.8 6.2
O 2.2 1.8 -2.2
H 0.3 0.0 -0.2
H -0.1 0.1 0.2
H 0.2 0.0 0.0
C 0.0 0.3 -0.6
Hf 8.1 5.1 -2.5
O 0.0 2.9 -10.7
H 0.1 -0.1 0.0
P -3.0 7.4 1.3
C 0.6 -0.5 0.1
H 0.2 -0.2 0.0
H 0.0 0.2 0.2



Number 1: molecular weight 111.17 g mol⁻¹. Number 2: molecular weight 840.75 g mol⁻¹. Number 3: molecular weight 121.18 g mol⁻¹. Number 4: molecular weight 423.72 g mol⁻¹. Number 5: molecular weight 213.02 g mol⁻¹. Number 6: molecular weight 479.17 g mol⁻¹.